# 1
{"formula": "C19H35N3O4", "method": "wB97M-V/def2-TZVPD", "spin_multiplicity": 1, "gap_ev": 9.4, "smiles": "CNC(=O)[C@@H](NC(C)=O)[C@@H](C)O.O=C(CCC1CCCC1)N1CCCC1", "species": ["O", "O", "O", "O", "C", "C", "C", "N", "N", "N", "C", "C", "C", "C", "C", "C", "C", "C", "C", "C", "C", "C", "C", "C", "C", "C", "H", "H", "H", "H", "H", "H", "H", "H", "H", "H", "H", "H", "H", "H", "H", "H", "H", "H", "H", "H", "H", "H", "H", "H", "H", "H", "H", "H", "H", "H", "H", "H", "H", "H", "H"], "positions_angstrom": [[-0.937, -1.228, 5.141], [-1.235, 2.062, -5.277], [4.146, -2.749, 3.592], [1.203, -0.494, 1.346], [0.147, -1.049, 4.613], [-1.642, 2.291, -4.145], [3.013, -2.534, 4.007], [2.695, -2.772, 5.288], [-2.348, 3.465, -3.907], [0.569, -1.901, 3.678], [0.989, 0.135, 5.047], [3.648, -3.235, 6.296], [-1.353, 1.309, -3.003], [-2.612, 4.445, -4.951], [-2.864, 3.854, -2.603], [-3.559, 5.432, -4.278], [-3.223, 5.321, -2.795], [0.010, -3.160, -1.481], [-1.104, -2.550, -0.630], [-0.801, -0.048, -3.475], [0.087, -2.309, -2.742], [-1.493, -1.231, -1.295], [-0.374, -0.929, -2.291], [3.475, -0.999, 1.246], [1.904, -2.052, 3.046], [2.285, -0.820, 2.189], [1.479, 0.233, 0.784], [1.736, -2.633, 5.568], [-0.137, -2.558, 3.386], [2.015, -0.158, 5.246], [0.557, 0.555, 5.954], [0.959, 0.891, 4.266], [4.531, -2.592, 6.291], [3.194, -3.213, 7.287], [3.963, -4.255, 6.064], [-2.279, 1.141, -2.448], [-0.631, 1.777, -2.328], [-1.682, 4.941, -5.250], [-3.075, 3.995, -5.835], [-3.756, 3.268, -2.356], [-2.126, 3.737, -1.804], [-4.595, 5.122, -4.448], [-3.431, 6.449, -4.659], [-4.058, 5.628, -2.158], [-2.356, 5.949, -2.564], [0.959, -3.105, -0.938], [-0.193, -4.209, -1.719], [-1.969, -3.221, -0.581], [-0.746, -2.376, 0.390], [0.071, 0.113, -4.119], [-1.562, -0.561, -4.072], [-0.589, -2.711, -3.504], [1.101, -2.285, -3.155], [-2.448, -1.353, -1.819], [-1.601, -0.430, -0.557], [0.448, -0.440, -1.758], [3.549, -0.151, 0.566], [4.403, -1.050, 1.814], [3.356, -1.917, 0.668], [1.798, -2.868, 2.332], [2.493, 0.030, 2.836]], "mulliken_charge": [-0.68, -0.68, -0.67, -0.43, 0.65, 0.25, -0.05, -0.12, 0.17, -0.05, -1.02, -0.96, -0.40, -0.54, -0.49, -0.60, -0.67, -0.39, -0.12, -1.35, -1.10, -0.93, 1.12, -1.47, 0.55, 0.03, 0.30, 0.26, 0.17, 0.38, 0.32, 0.24, 0.30, 0.35, 0.30, 0.39, 0.31, 0.29, 0.28, 0.27, 0.28, 0.29, 0.34, 0.36, 0.30, 0.03, 0.43, 0.39, -0.29, 0.30, 0.32, 0.33, 0.45, 0.35, 0.29, 0.05, 0.50, 0.38, 0.28, 0.33, 0.10]}

# 2
{"formula": "C19H27As2I3NO10S2Sr", "method": "wB97M-V/def2-TZVPD", "spin_multiplicity": 1, "e_above_lowest_kcal_mol": 0.0, "gap_ev": 7.0, "charge": 1, "species": ["Sr", "I", "C", "I", "H", "H", "C", "O", "C", "S", "S", "H", "H", "H", "C", "O", "C", "O", "C", "C", "As", "C", "C", "C", "As", "C", "C", "O", "O", "C", "C", "O", "O", "C", "C", "O", "O", "C", "H", "H", "H", "H", "H", "H", "H", "H", "H", "H", "H", "H", "H", "H", "H", "H", "H", "H", "N", "C", "O", "C", "I", "H", "H", "H", "H"], "positions_angstrom": [[-1.746, 0.206, 1.933], [-0.511, 1.896, 4.448], [1.420, 0.877, 4.114], [1.999, 0.379, 2.061], [1.393, -0.043, 4.684], [2.187, 1.586, 4.461], [-2.799, -5.331, 3.278], [-3.569, -4.258, 2.573], [-2.996, -2.990, 2.521], [-3.997, -1.794, 1.785], [-1.409, -2.576, 3.035], [-3.485, -6.162, 3.437], [-2.436, -4.938, 4.245], [-1.936, -5.645, 2.652], [0.793, -4.897, 0.472], [1.286, -3.617, -0.107], [0.265, -2.905, -0.700], [-0.916, -3.262, -0.680], [0.755, -1.593, -1.363], [1.866, -1.410, -2.120], [2.540, 0.332, -2.705], [4.089, 0.437, -1.468], [1.553, 1.803, -1.844], [0.308, 1.592, -1.351], [-0.593, -0.155, -1.333], [-1.574, -0.217, -3.074], [-0.517, 2.559, -0.539], [-0.918, 2.295, 0.629], [-0.891, 3.637, -1.276], [-1.689, 4.692, -0.570], [2.266, 3.162, -1.712], [2.164, 3.979, -0.814], [3.134, 3.338, -2.793], [3.773, 4.636, -2.900], [2.450, -2.648, -2.842], [1.883, -3.675, -3.179], [3.778, -2.384, -3.115], [4.426, -3.425, -3.890], [1.660, -5.571, 0.615], [0.107, -5.324, -0.262], [0.291, -4.672, 1.418], [4.798, -0.385, -1.643], [3.731, 0.338, -0.445], [4.604, 1.377, -1.605], [-0.857, -0.184, -3.895], [-2.226, 0.644, -3.101], [-2.185, -1.131, -3.090], [-2.328, 4.167, 0.192], [-2.264, 5.221, -1.325], [-0.973, 5.367, -0.092], [4.458, 4.587, -3.761], [4.325, 4.872, -1.970], [3.037, 5.426, -3.079], [5.463, -3.128, -4.053], [3.935, -3.521, -4.877], [4.373, -4.413, -3.356], [-5.240, 1.262, 3.179], [-4.512, 2.185, 2.565], [-3.717, 1.926, 1.598], [-4.591, 3.561, 3.163], [-3.530, 3.840, 5.184], [-5.258, 0.320, 2.830], [-5.757, 1.541, 3.994], [-5.612, 3.935, 3.357], [-4.078, 4.283, 2.505]], "mulliken_charge": [1.21, 0.03, -0.94, 0.18, 0.46, 0.46, -0.59, -0.31, 0.44, -0.47, -0.44, 0.28, 0.32, 0.20, -0.59, -0.28, 0.14, -0.56, 1.06, 0.48, -0.08, -0.83, 0.77, 0.31, 0.33, -1.12, -0.32, -0.35, -0.25, -0.50, 0.26, -0.58, -0.29, -0.71, -0.26, -0.55, -0.25, -0.67, 0.29, 0.33, 0.15, 0.34, 0.12, 0.32, 0.34, 0.41, 0.37, 0.10, 0.29, 0.29, 0.25, 0.31, 0.30, 0.25, 0.29, 0.29, -0.21, 0.86, -0.65, -1.28, 0.07, 0.15, 0.21, 0.50, 0.33]}

# 3
{"formula": "C29H28AsGeN3O5RuS4Se", "method": "wB97M-V/def2-TZVPD", "spin_multiplicity": 2, "e_above_lowest_kcal_mol": 0.0, "gap_ev": [7.4, 5.8], "charge": -1, "species": ["Ru", "O", "C", "O", "C", "C", "C", "N", "C", "C", "C", "O", "O", "H", "H", "H", "S", "As", "S", "S", "S", "C", "N", "C", "Se", "N", "C", "C", "C", "C", "C", "C", "H", "H", "H", "H", "H", "H", "H", "H", "Ge", "C", "C", "C", "C", "C", "C", "C", "C", "C", "C", "C", "C", "H", "H", "H", "H", "H", "H", "H", "H", "H", "H", "H", "C", "C", "O", "H", "H", "H", "H", "H", "H"], "positions_angstrom": [[-0.359, -0.764, 0.140], [2.853, 5.135, -1.686], [2.678, 4.816, -0.499], [2.897, 5.433, 0.560], [2.032, 3.417, -0.297], [1.778, 2.932, 0.979], [1.068, 1.760, 1.138], [0.623, 1.061, 0.092], [0.920, 1.481, -1.150], [1.619, 2.648, -1.379], [0.466, 0.583, -2.271], [0.758, 0.801, -3.426], [-0.208, -0.480, -1.884], [2.111, 3.516, 1.826], [0.829, 1.358, 2.114], [1.824, 2.980, -2.387], [-2.395, -5.735, 1.745], [-1.487, -3.918, 2.166], [-2.406, -1.832, -0.385], [-0.892, -3.091, -0.001], [0.286, -3.827, 3.306], [4.206, -3.980, -0.442], [3.218, -3.539, -1.403], [2.270, -2.596, -1.197], [2.070, -1.594, 0.351], [1.521, -2.507, -2.303], [1.990, -3.390, -3.259], [1.570, -3.666, -4.549], [2.280, -4.632, -5.244], [3.367, -5.298, -4.670], [3.787, -5.018, -3.379], [3.075, -4.051, -2.688], [3.963, -3.553, 0.528], [5.202, -3.655, -0.743], [4.181, -5.067, -0.367], [0.761, -1.805, -2.387], [0.733, -3.142, -4.990], [1.987, -4.876, -6.257], [3.894, -6.045, -5.247], [4.630, -5.530, -2.935], [-2.379, 0.886, 0.022], [-1.834, 2.641, -0.643], [-1.318, 3.658, 0.159], [-0.852, 4.840, -0.399], [-0.892, 5.020, -1.774], [-1.424, 4.028, -2.584], [-1.894, 2.849, -2.022], [-3.397, 1.061, 1.699], [-3.739, 2.318, 2.198], [-4.515, 2.446, 3.345], [-4.973, 1.317, 4.005], [-4.657, 0.058, 3.510], [-3.877, -0.066, 2.370], [-3.418, 0.436, -1.034], [-1.233, 3.518, 1.231], [-0.404, 5.597, 0.233], [-0.477, 5.918, -2.211], [-1.444, 4.157, -3.659], [-2.280, 2.068, -2.669], [-3.408, 3.212, 1.687], [-4.763, 3.433, 3.718], [-5.580, 1.415, 4.896], [-5.018, -0.830, 4.013], [-3.629, -1.055, 2.003], [0.152, -0.081, 4.587], [-0.804, -0.254, 3.427], [-0.141, -0.885, 2.321], [-0.362, 0.400, 5.420], [1.005, 0.537, 4.302], [0.524, -1.050, 4.924], [-1.173, 0.703, 3.062], [-1.670, -0.853, 3.716], [0.171, -1.775, 2.624]], "mulliken_spin": [0.07, 0.00, 0.00, 0.00, 0.00, 0.00, 0.00, 0.00, 0.00, 0.00, 0.00, 0.00, 0.00, 0.00, 0.00, 0.00, 0.35, 0.29, -0.01, 0.09, 0.24, 0.00, 0.00, 0.00, 0.00, 0.00, 0.00, 0.00, 0.00, 0.00, 0.00, 0.00, 0.00, 0.00, 0.00, -0.01, 0.00, 0.00, 0.00, 0.00, 0.00, 0.00, 0.00, 0.00, 0.00, 0.00, 0.00, 0.00, 0.00, 0.00, 0.00, 0.00, 0.02, 0.00, 0.00, 0.00, 0.00, 0.00, 0.00, 0.00, 0.00, 0.00, 0.00, -0.02, 0.00, 0.01, -0.04, 0.00, 0.00, 0.00, -0.01, 0.01, 0.00]}

# 4
{"formula": "C16H24BrFN3O8P", "method": "wB97M-V/def2-TZVPD", "spin_multiplicity": 1, "gap_ev": 9.0, "species": ["C", "C", "C", "F", "C", "C", "N", "C", "C", "C", "C", "N", "N", "C", "O", "P", "O", "Br", "H", "H", "H", "H", "H", "H", "H", "H", "H", "H", "H", "H", "C", "O", "C", "O", "O", "C", "H", "H", "H", "H", "H", "H", "C", "O", "C", "O", "O", "C", "H", "H", "H", "H", "H", "H"], "positions_angstrom": [[-1.540, 1.710, -0.164], [-2.025, 0.570, -1.246], [-0.914, -0.518, -1.553], [-0.576, -0.348, -2.979], [-1.288, -2.080, -1.192], [-2.832, -2.369, -1.501], [-4.048, -2.304, -1.470], [-0.529, -2.894, -2.404], [-0.524, -4.491, -2.256], [-0.754, -2.331, 0.272], [0.867, -2.526, 0.139], [2.076, -2.604, 0.038], [-0.874, -1.109, 1.174], [-1.295, -1.506, 2.361], [-1.926, -1.444, 3.441], [-1.307, -3.766, 1.370], [-0.799, -5.313, 0.738], [-3.597, -4.029, 1.390], [-1.890, 1.292, 0.861], [-0.413, 1.890, -0.178], [-2.176, 2.658, -0.336], [-3.036, 0.223, -0.854], [-2.245, 1.182, -2.210], [0.069, -0.181, -1.031], [0.547, -2.551, -2.574], [-1.213, -2.706, -3.327], [-1.487, -4.838, -1.713], [-0.582, -4.962, -3.302], [0.349, -4.902, -1.638], [0.173, -5.210, 0.571], [4.373, -1.065, 1.007], [5.322, -1.386, 2.025], [6.480, -1.888, 1.561], [6.758, -2.077, 0.400], [7.276, -2.145, 2.616], [8.549, -2.686, 2.270], [3.481, -0.669, 1.494], [4.771, -0.297, 0.339], [4.094, -1.956, 0.448], [9.112, -1.984, 1.652], [8.434, -3.645, 1.759], [9.103, -2.853, 3.195], [-3.930, 7.092, -2.170], [-3.909, 7.501, -0.804], [-3.663, 6.506, 0.067], [-3.468, 5.347, -0.216], [-3.671, 7.026, 1.307], [-3.422, 6.076, 2.341], [-4.137, 7.973, -2.780], [-2.960, 6.687, -2.467], [-4.723, 6.360, -2.341], [-2.431, 5.630, 2.225], [-4.195, 5.304, 2.350], [-3.452, 6.605, 3.295]], "mulliken_charge": [-0.78, -0.66, 0.29, -0.43, 0.94, -0.19, -0.62, -0.80, -0.84, 1.25, -0.42, -0.54, -0.36, 0.50, -0.45, 0.22, -0.53, -0.16, 0.16, 0.25, 0.27, 0.23, 0.40, 0.25, 0.39, 0.48, 0.26, 0.36, 0.11, 0.35, -0.57, -0.32, 0.77, -0.53, -0.31, -0.62, 0.16, 0.31, 0.40, 0.29, 0.29, 0.22, -0.61, -0.32, 0.81, -0.55, -0.31, -0.60, 0.22, 0.29, 0.29, 0.28, 0.28, 0.21]}